Below is a 2-piece molecular cluster, C5H9NO overall, with properties calculated with ωB97M-V/def2-TZVPD.

Last column: Mulliken charge in e.
CARTESIAN COORDINATES (ANGSTROEM)
C (1.930, 0.390, -0.466)  -0.93
C (-0.115, 0.038, 0.293)  0.74
C (0.192, -1.039, 1.302)  -1.40
C (-1.609, 0.673, 0.346)  -0.52
N (-1.722, 0.302, -1.078)  -0.27
C (-0.415, -0.141, -1.144)  0.18
O (0.318, -0.362, -2.079)  -0.62
H (2.373, -0.360, -1.160)  0.32
H (2.369, 0.314, 0.510)  0.37
H (1.985, 1.361, -0.962)  0.34
H (0.745, -0.637, 2.163)  0.31
H (0.827, -1.781, 0.819)  0.33
H (-0.695, -1.544, 1.713)  0.40
H (-2.347, 0.097, 0.945)  0.23
H (-1.775, 1.733, 0.564)  0.26
H (-2.126, 0.872, -1.812)  0.26

Computed properties:
molar mass	99.1	Da
gap between HOMO and LUMO	0.333	Eh

Below is a 3-piece molecular cluster, C5H13O3 overall, with properties calculated with ωB97M-V/def2-TZVPD.

Last column: Mulliken charge in e.
CARTESIAN COORDINATES (ANGSTROEM)
C (1.844, -0.306, 0.105)  0.26
O (2.816, 0.330, -0.535)  -0.86
C (1.398, 0.519, 1.389)  -0.67
C (-0.159, 0.771, 1.443)  -0.70
C (-0.698, -0.604, 1.749)  0.17
C (-0.968, -0.987, 2.994)  -0.95
H (2.108, -1.301, 0.520)  0.14
H (0.854, -0.466, -0.545)  -0.34
H (1.771, 0.095, 2.303)  0.43
H (1.765, 1.535, 1.233)  0.23
H (-0.520, 1.262, 0.530)  0.28
H (-0.461, 1.413, 2.267)  0.37
H (-0.881, -1.391, 1.019)  0.29
H (-1.055, -0.389, 3.902)  0.24
H (-1.291, -1.961, 3.329)  0.27
H (-2.345, 0.779, -2.966)  0.36
H (-2.823, -0.616, -3.121)  0.31
O (-3.065, 0.279, -3.377)  -0.66
H (0.112, 0.016, -3.049)  0.27
H (0.219, -0.081, -1.563)  0.31
O (-0.503, -0.017, -2.303)  -0.75

Computed properties:
molar mass	121.2	Da
charge	-1
gap between HOMO and LUMO	0.244	Eh

We obtain E_tot values of -8864.4789 -11536.7687 eV for the records listed above, in that order.